(1)
{
  "formula": "C10H16",
  "method": "wB97M-V/def2-TZVPD",
  "e_homo_ev": -9.0417,
  "total_energy_ha": -390.62444,
  "total_charge": 0,
  "lumo_ev": 1.031,
  "species": ["C", "C", "C", "C", "C", "C", "C", "C", "C", "C", "H", "H", "H", "H", "H", "H", "H", "H", "H", "H", "H", "H", "H", "H", "H", "H"],
  "coordinates": [[0.2896, 1.6528, -1.3577], [2.3855, 1.0072, -0.3823], [-0.3557, 1.6333, -0.1136], [-1.4162, -3.0599, 0.7392], [-1.8516, 1.7883, -0.0868], [0.0654, -3.4481, 0.5816], [-1.7300, -1.7858, -0.0456], [1.7688, 1.0584, 0.8493], [0.4274, 1.4009, 1.0036], [1.6203, 1.3312, -1.5036], [-1.6142, -2.0104, -1.1014], [0.6482, -3.1390, 1.4467], [-1.0128, -1.0199, 0.2698], [-2.0351, -3.8831, 0.3634], [-2.3525, 1.2396, 0.7055], [-2.1111, 2.8426, 0.0457], [-0.3214, 1.8766, -2.2342], [-2.2828, 1.4853, -1.0442], [-1.6609, -2.9610, 1.7910], [-2.7443, -1.3920, 0.0597], [3.4295, 0.7543, -0.5033], [0.1792, -4.5120, 0.3839], [2.3400, 0.8816, 1.7565], [-0.0256, 1.3558, 1.9910], [2.0763, 1.2744, -2.4850], [0.5234, -2.9209, -0.2550]],
  "atomic_forces_ev_per_a": [[-0.672, -0.032, -0.195], [-0.405, 0.263, -0.425], [0.131, -0.164, -0.513], [-0.121, -0.315, -0.453], [-0.072, 0.670, -0.081], [-0.130, 0.288, -0.114], [0.105, -0.091, 0.337], [0.306, 0.330, 0.912], [-0.138, -0.562, -0.075], [0.444, -0.198, 0.096], [0.272, 0.204, -0.236], [0.052, -0.243, 0.161], [-0.176, 0.070, -0.330], [-0.009, 0.133, 0.055], [0.168, -0.157, 0.114], [-0.065, 0.008, 0.034], [0.221, -0.113, 0.109], [0.050, -0.067, 0.130], [-0.077, 0.130, 0.208], [0.038, -0.155, 0.307], [0.006, -0.075, 0.159], [0.155, -0.049, 0.262], [0.036, -0.144, -0.145], [0.071, 0.112, -0.093], [-0.092, 0.154, -0.016], [-0.100, 0.001, -0.209]],
  "nbo_charge": [-0.2211, -0.2276, 0.0018, -0.3970, -0.6367, -0.6124, -0.6070, -0.2011, -0.2284, -0.2002, 0.2014, 0.2059, 0.2071, 0.1912, 0.2209, 0.2213, 0.2060, 0.2181, 0.1947, 0.2033, 0.2153, 0.2079, 0.2097, 0.2109, 0.2120, 0.2042]
}

(2)
{
  "formula": "C10H16",
  "method": "wB97M-V/def2-TZVPD",
  "e_homo_ev": -8.7322,
  "total_energy_ha": -390.54849,
  "total_charge": 0,
  "lumo_ev": 1.008,
  "species": ["C", "C", "C", "C", "C", "C", "C", "C", "C", "C", "H", "H", "H", "H", "H", "H", "H", "H", "H", "H", "H", "H", "H", "H", "H", "H"],
  "coordinates": [[1.1394, -0.9962, 0.7710], [-1.2824, 0.8763, 2.3843], [-1.8493, 1.2198, 1.0534], [-0.0971, -1.5510, -2.7854], [0.4262, -1.8482, -1.4677], [1.9873, -0.0010, 1.4897], [0.4859, 0.5312, -1.0540], [0.6970, -0.7760, -0.5976], [-0.3921, -0.2370, -3.1271], [-0.1546, 0.8323, -2.2326], [-0.4155, 1.8419, -2.4473], [1.5566, -2.0477, 0.7997], [2.5646, 0.5998, 0.7448], [-0.3803, 1.2661, 2.5711], [1.5457, 0.8059, 2.1101], [-1.7810, 1.3253, 3.2204], [-0.7827, 0.1336, -4.0065], [2.5749, -0.5991, 2.2345], [0.6188, -2.8762, -1.2395], [-2.1017, 0.4365, 0.3167], [0.2386, -1.4055, 1.3254], [-1.0059, 1.8930, 0.5623], [-2.8076, 1.7320, 1.1017], [0.8013, 1.3462, -0.4507], [-0.1983, -2.3270, -3.7459], [-1.3880, -0.1748, 2.4695]],
  "atomic_forces_ev_per_a": [[-1.301, -3.641, 1.436], [-3.385, -1.243, 0.228], [1.112, 2.309, -2.408], [0.411, -1.280, -1.552], [-0.857, 1.422, -2.207], [0.988, 0.764, 0.900], [-0.224, -0.271, -0.016], [-0.458, 0.127, -1.967], [0.510, 0.858, 2.383], [0.668, -2.115, 0.057], [-0.065, 0.540, -0.412], [0.801, 1.171, -0.260], [0.289, -0.917, 0.682], [3.852, 0.646, 0.012], [-0.521, -0.733, -0.502], [-1.206, 0.134, 0.357], [-0.868, -0.296, -2.243], [0.171, 0.899, -0.883], [0.168, -0.317, 0.416], [0.792, -0.209, 0.657], [0.357, 1.468, -0.021], [-2.373, -1.040, 0.450], [0.153, 0.626, 0.175], [0.123, 0.494, 0.708], [0.242, 1.678, 3.222], [0.621, -1.075, 0.787]],
  "nbo_charge": [-0.4482, -0.6203, -0.6124, -0.1975, -0.2235, -0.6247, -0.2188, -0.0123, -0.2449, -0.1857, 0.2097, 0.2163, 0.2169, 0.2012, 0.2130, 0.2046, 0.2077, 0.2252, 0.2137, 0.2166, 0.2288, 0.1968, 0.2077, 0.2009, 0.2215, 0.2077]
}

(3)
{
  "formula": "C10H16",
  "method": "wB97M-V/def2-TZVPD",
  "e_homo_ev": -8.9978,
  "total_energy_ha": -390.60676,
  "total_charge": 0,
  "lumo_ev": 1.008,
  "species": ["C", "C", "C", "C", "C", "C", "C", "C", "C", "C", "H", "H", "H", "H", "H", "H", "H", "H", "H", "H", "H", "H", "H", "H", "H", "H"],
  "coordinates": [[1.8400, -2.1580, -0.6638], [3.0864, -1.4002, -1.1348], [-1.1768, -0.0527, 2.5102], [2.9017, 0.0873, -1.3188], [-2.6909, 1.8490, -1.0850], [-2.1159, 1.1486, 0.0986], [-2.9232, 0.9734, 1.2110], [-2.4743, 0.3334, 2.3667], [-0.3010, 0.1731, 1.4198], [-0.7674, 0.7482, 0.2533], [0.7488, -0.0078, 1.6029], [-1.8512, 2.1619, -1.7145], [3.7710, -1.6453, -0.3081], [2.7528, 0.5458, -0.3406], [2.0682, -3.2134, -0.4863], [-3.2553, 0.2003, 3.1108], [-3.2664, 2.7392, -0.8480], [-3.3796, 1.1894, -1.6204], [1.0870, -2.1242, -1.4552], [1.6711, -1.8103, 0.3625], [-0.0662, 0.8714, -0.5627], [3.7199, 0.4226, -1.9521], [-3.9678, 1.2322, 1.0599], [3.4336, -1.9657, -2.0102], [1.9755, 0.3065, -1.8629], [-0.8201, -0.6045, 3.3678]],
  "atomic_forces_ev_per_a": [[0.793, -0.172, 0.187], [-0.159, -1.949, 0.700], [1.087, -0.289, -1.033], [-0.573, -0.668, -0.495], [0.640, -0.169, -0.697], [0.620, 0.050, 1.502], [-0.051, -0.555, -0.624], [-1.732, 0.588, -0.042], [-0.714, 0.245, 1.194], [-0.277, 0.177, -0.553], [0.077, -0.242, -0.444], [-0.396, -0.092, -0.332], [0.519, 0.546, -0.506], [0.603, 0.395, -0.137], [0.174, -0.036, -0.363], [0.448, -0.240, 0.297], [0.057, 0.082, 0.369], [0.254, 0.013, -0.224], [-0.587, 0.316, 0.782], [-1.208, 0.280, -0.504], [-0.011, 0.166, -0.101], [0.132, 0.745, 0.533], [0.004, 0.082, 0.519], [0.253, 0.683, -0.098], [0.074, -0.174, -0.132], [-0.025, 0.220, 0.202]],
  "nbo_charge": [-0.6065, -0.3929, -0.2289, -0.6165, -0.6327, -0.0141, -0.2134, -0.1978, -0.2025, -0.2129, 0.2088, 0.2156, 0.1902, 0.2080, 0.2040, 0.2101, 0.2220, 0.2219, 0.2054, 0.2025, 0.2059, 0.2182, 0.2021, 0.1923, 0.1971, 0.2143]
}

(4)
{
  "formula": "C10H16",
  "method": "wB97M-V/def2-TZVPD",
  "e_homo_ev": -8.8864,
  "total_energy_ha": -390.58699,
  "total_charge": 0,
  "lumo_ev": 0.976,
  "species": ["C", "C", "C", "C", "C", "C", "C", "C", "C", "C", "H", "H", "H", "H", "H", "H", "H", "H", "H", "H", "H", "H", "H", "H", "H", "H"],
  "coordinates": [[-1.5233, 0.6650, -3.4749], [2.3123, -0.2134, 1.0685], [0.7068, 1.3500, 0.2064], [-1.7232, 0.0614, -2.0799], [0.0107, -0.3562, 1.7936], [1.2498, -0.9617, 1.6020], [1.9938, 0.8226, 0.2187], [-3.0881, 0.2887, -1.4282], [-0.2388, 0.8414, 1.0776], [1.5854, -2.2745, 2.2210], [-1.1668, 1.3374, 1.3273], [-3.9121, 0.0727, -2.1334], [0.4802, 2.2430, -0.3566], [-2.2245, 1.5075, -3.6128], [-0.4823, 1.0065, -3.4639], [3.3348, -0.5505, 1.1112], [-3.3322, -0.3816, -0.5981], [2.3780, -2.8723, 1.8107], [-3.1115, 1.3501, -1.1336], [2.7961, 1.2732, -0.3417], [-0.6690, -0.6703, 2.5873], [-0.9083, 0.3586, -1.4276], [-1.9284, 0.0872, -4.3056], [1.8880, -2.2145, 3.2682], [-1.6836, -1.0351, -2.1652], [0.5787, -2.7541, 2.3512]],
  "atomic_forces_ev_per_a": [[-1.168, 1.040, 0.817], [-1.220, -0.774, -1.460], [-0.032, 0.333, 0.294], [-0.802, -1.823, -0.229], [0.453, 1.280, -0.909], [1.708, 0.450, 1.418], [0.176, 0.695, 0.375], [-0.264, 0.655, -0.488], [-0.075, -1.127, 1.238], [-2.075, -0.395, 1.836], [-0.074, 0.237, -0.488], [0.390, 0.406, -0.017], [0.019, 0.016, -0.197], [0.657, 0.467, 0.505], [-0.313, -0.145, -1.120], [0.083, -0.332, 0.077], [0.549, 0.302, 0.217], [-0.143, -0.284, -0.927], [-0.562, -0.370, 0.166], [-0.011, 0.291, -0.201], [-0.048, -0.376, -0.600], [-0.150, 0.022, 0.070], [1.004, -0.756, 0.004], [0.150, 0.623, 0.218], [0.583, 0.123, -0.053], [1.163, -0.558, -0.548]],
  "nbo_charge": [-0.6255, -0.2047, -0.2482, -0.4066, -0.2325, -0.0026, -0.2004, -0.6071, -0.1973, -0.6453, 0.2142, 0.1995, 0.2165, 0.1986, 0.2167, 0.2082, 0.2098, 0.2266, 0.1968, 0.2108, 0.2168, 0.2118, 0.2136, 0.2210, 0.1906, 0.2188]
}

(5)
{
  "formula": "C10H16",
  "method": "wB97M-V/def2-TZVPD",
  "e_homo_ev": -9.0208,
  "total_energy_ha": -390.62201,
  "total_charge": 0,
  "lumo_ev": 0.998,
  "species": ["C", "C", "C", "C", "C", "C", "C", "C", "C", "C", "H", "H", "H", "H", "H", "H", "H", "H", "H", "H", "H", "H", "H", "H", "H", "H"],
  "coordinates": [[-2.2833, 1.2706, -0.2781], [2.8377, -0.6953, -2.3278], [2.0393, -3.0934, -2.4711], [1.6970, -1.6481, -2.0411], [0.3151, 0.6665, 3.0756], [-0.6009, 0.7791, 1.9024], [-2.7809, 1.3644, 1.0080], [-0.9845, 0.8376, -0.4752], [-1.9490, 1.0508, 2.0787], [-0.1091, 0.7031, 0.5856], [0.6114, 1.6474, 3.4575], [-0.6063, 0.7310, -1.4857], [3.1619, -0.7668, -3.3423], [1.4755, -1.7157, -0.9811], [1.2539, 0.1438, 2.8718], [1.2412, -3.7272, -2.0797], [0.8011, -1.4108, -2.5760], [1.9350, -3.2462, -3.5428], [0.9425, 0.4540, 0.5031], [-2.8904, 1.5437, -1.1307], [-0.1267, 0.1194, 3.9113], [2.9909, -3.4661, -2.1063], [2.6088, 0.3359, -2.0822], [-2.3136, 1.0044, 3.0935], [-3.7991, 1.6533, 1.2336], [3.7301, -0.9447, -1.7473]],
  "atomic_forces_ev_per_a": [[-0.331, -0.004, -0.047], [0.193, 0.065, 0.820], [-1.091, 0.047, 0.123], [1.098, -1.366, -0.096], [0.539, -0.291, 0.615], [0.175, 0.212, -0.895], [0.149, -0.222, 0.566], [0.769, 0.588, -0.518], [0.139, -0.048, 0.123], [-0.351, -0.543, 1.265], [-0.163, 0.043, -0.052], [-0.031, -0.014, -0.002], [0.010, 0.117, -0.925], [-0.141, 0.412, 0.218], [-0.132, 0.021, -0.338], [0.157, -0.238, 0.242], [-0.623, 0.570, -0.179], [0.494, 0.233, -0.244], [-0.042, 0.027, -0.514], [-0.105, -0.170, -0.007], [-0.218, 0.112, -0.052], [0.165, 0.080, -0.016], [-0.160, 0.244, -0.110], [-0.317, 0.268, 0.110], [-0.057, 0.011, -0.268], [-0.124, -0.154, 0.180]],
  "nbo_charge": [-0.2283, -0.6082, -0.6032, -0.3953, -0.6364, -0.0055, -0.2027, -0.1946, -0.2177, -0.2215, 0.2217, 0.2099, 0.2032, 0.1960, 0.2147, 0.2043, 0.1966, 0.1998, 0.2096, 0.2135, 0.2177, 0.2015, 0.2057, 0.2050, 0.2138, 0.2005]
}

(6)
{
  "formula": "C10H16",
  "method": "wB97M-V/def2-TZVPD",
  "e_homo_ev": -9.0756,
  "total_energy_ha": -390.61732,
  "total_charge": 0,
  "lumo_ev": 1.010,
  "species": ["C", "C", "C", "C", "C", "C", "C", "C", "C", "C", "H", "H", "H", "H", "H", "H", "H", "H", "H", "H", "H", "H", "H", "H", "H", "H"],
  "coordinates": [[0.9243, 1.2252, -0.8402], [-1.3987, -0.2266, 2.1561], [-0.4471, 1.4288, -0.7965], [-0.6973, 0.2190, -2.8348], [-1.5946, -1.7326, 1.9407], [2.8538, -0.2330, -1.6005], [-0.1475, 0.1379, 2.9643], [1.4826, 0.4048, -1.8176], [-1.2588, 0.9989, -1.8393], [0.6457, -0.1373, -2.7916], [-1.2936, 0.2992, 1.2131], [-1.2431, -2.0426, 0.9552], [-1.3189, 0.0144, -3.7007], [1.0629, -0.8215, -3.5176], [-0.1496, 1.2134, 3.1600], [1.5187, 1.6874, -0.0587], [3.5974, 0.5371, -1.3891], [0.7815, -0.1235, 2.4580], [-2.3107, 1.2570, -1.8398], [-2.2247, 0.1759, 2.7434], [-2.6529, -1.9673, 2.0210], [-1.0724, -2.3190, 2.6940], [-0.1150, -0.3000, 3.9624], [3.1531, -0.7724, -2.4945], [-0.8425, 2.0091, 0.0260], [2.7473, -0.9323, -0.7732]],
  "atomic_forces_ev_per_a": [[-0.315, -0.015, 0.143], [0.736, -0.142, 0.863], [0.301, 0.689, -0.322], [-0.303, 0.500, -0.566], [-0.075, 0.350, -0.115], [-0.574, 0.955, -0.452], [0.029, 0.277, 0.157], [0.095, -1.328, 0.504], [0.179, -0.157, 0.507], [-0.036, 0.512, 0.110], [-0.498, -0.049, -0.074], [0.015, -0.061, 0.064], [0.121, -0.515, 0.098], [-0.033, 0.011, -0.126], [0.170, 0.068, -0.224], [0.199, -0.274, -0.039], [0.111, -0.217, 0.201], [0.025, -0.019, -0.090], [0.029, -0.075, -0.113], [-0.271, 0.065, -0.355], [-0.085, -0.208, -0.148], [0.063, -0.029, 0.074], [-0.159, -0.359, -0.050], [0.123, -0.098, -0.017], [-0.155, 0.107, -0.093], [0.311, 0.013, 0.063]],
  "nbo_charge": [-0.2279, -0.4026, -0.1971, -0.2018, -0.6128, -0.6267, -0.6019, 0.0036, -0.2301, -0.2258, 0.2086, 0.2085, 0.2117, 0.2092, 0.2014, 0.2107, 0.2158, 0.1987, 0.2151, 0.1917, 0.2074, 0.2018, 0.1993, 0.2116, 0.2107, 0.2210]
}